(1)
Entry from OMol25: an isolated molecule of C5H10O at a distorted geometry (wB97M-V/def2-TZVPD).

The geometry in XYZ format:
```
16
Properties=species:S:1:pos:R:3:forces:R:3
O -1.981739 0.111461 0.701877 -0.09 -0.32 0.10
C -1.079862 0.200920 -0.396272 0.54 0.01 -0.12
C -0.228272 -1.098509 -0.595015 0.38 -0.02 0.04
C 0.986707 -0.870929 0.362416 0.24 -0.18 0.22
C 1.266498 0.613289 0.340918 0.39 0.10 0.15
C -0.078934 1.334084 -0.040415 0.20 -0.06 0.30
H -2.626088 -0.585016 0.521781 0.13 0.11 0.02
H -1.664618 0.430506 -1.310796 0.38 -0.06 0.33
H -0.858587 -1.967040 -0.341252 0.42 0.16 -0.02
H 0.032639 -1.188560 -1.654809 0.15 0.07 0.12
H 2.080721 -1.139814 0.431768 -1.14 -1.63 -1.51
H 0.673213 -1.210668 1.352065 -0.36 0.46 0.14
H 1.959542 0.558463 1.230193 -1.38 2.05 0.17
H 2.008891 0.882246 -0.414181 -0.19 -0.36 -0.43
H -0.536983 1.946518 0.736121 0.09 -0.06 0.06
H 0.046878 1.983052 -0.924392 0.22 -0.26 0.42
```
Positions in Å, forces in eV/Å.

Summary:
Kohn-Sham gap (eV): 11.0
HOMO energy (hartree): -0.370
SMILES: OC1CCCC1



(2)
Entry from OMol25: C41H49BrN6O4PtSTe as an isolated structure at a distorted geometry (wB97M-V/def2-TZVPD).

The geometry in XYZ format:
```
104
Properties=species:S:1:pos:R:3:forces:R:3
Pt -0.998753 0.669800 -1.795206 -1.77 0.27 -1.64
N -2.104544 -0.511095 -0.263743 0.17 0.29 0.44
C -3.481336 -0.927626 -0.547319 0.29 -0.01 -0.01
C -3.558959 -2.456437 -0.469673 -0.15 0.06 0.04
C -4.934900 -3.095348 -0.651526 0.12 -0.11 -0.09
C -6.013206 -2.603611 0.305436 -0.10 0.22 -0.01
N -6.517517 -1.332593 -0.207042 -0.22 -0.21 0.30
C -7.290231 -0.486602 0.419982 0.07 -0.02 -0.06
N -7.500489 0.720282 -0.129379 0.02 -0.08 -0.07
N -7.852006 -0.784526 1.600208 -0.06 -0.03 0.13
C -3.923169 -0.393807 -1.916325 0.10 0.33 -0.59
O -5.169912 -0.369602 -2.158281 0.38 -0.02 0.04
O -3.026725 -0.016847 -2.701502 -0.75 -0.28 0.17
H -1.512749 -1.263401 0.046770 -0.01 -0.27 0.16
H -2.080654 0.247012 0.419899 -0.06 -0.03 0.15
H -4.144844 -0.477509 0.192812 -0.03 -0.02 0.13
H -3.166938 -2.747826 0.510708 0.03 -0.03 -0.01
H -2.886618 -2.867108 -1.228856 0.05 0.00 0.04
H -4.827380 -4.171714 -0.516101 0.01 -0.02 -0.04
H -5.283335 -2.930250 -1.673292 -0.03 -0.11 0.01
H -5.605041 -2.472772 1.314544 0.02 0.00 0.01
H -6.816007 -3.341768 0.357950 -0.09 0.02 0.00
H -6.040036 -0.970261 -1.083575 0.33 0.18 -0.26
H -7.035267 0.942406 -0.997960 0.01 -0.02 0.03
H -8.145148 1.380461 0.261558 -0.01 0.00 0.02
H -7.744475 -1.704230 1.988608 -0.04 0.01 -0.03
H -8.506453 -0.162578 2.037742 0.02 0.02 0.03
Br 1.019731 5.154009 -4.890864 0.07 0.12 0.00
C 0.076754 3.527160 -4.901247 -0.10 0.08 0.02
C -0.258649 2.905218 -6.086492 0.00 -0.09 -0.24
C -0.966877 1.715573 -6.020749 -0.02 0.07 -0.06
C -1.296459 1.188182 -4.785365 -0.06 0.21 0.08
N -0.949018 1.795945 -3.644595 0.66 0.03 0.12
C -0.284195 2.955162 -3.700308 -0.15 -0.26 -0.02
H 0.027521 3.339945 -7.036803 -0.04 -0.03 0.06
H -1.267633 1.200818 -6.923041 0.02 0.00 0.02
H -1.877281 0.284535 -4.682798 0.04 -0.07 0.06
H -0.017304 3.411971 -2.760756 0.05 -0.04 0.07
C -2.207101 4.580139 0.409345 -0.14 0.26 0.09
S -1.506658 2.963813 0.093367 -0.14 -0.19 0.50
O -2.177893 2.053096 1.100065 0.16 0.21 -0.37
C 0.103286 3.334309 0.781345 0.14 -0.19 0.01
C 0.973718 4.200815 0.131621 0.04 0.02 0.02
C 2.241018 4.404739 0.656185 -0.02 -0.01 0.05
C 2.631717 3.743146 1.817972 -0.02 0.00 -0.01
C 1.752926 2.880185 2.459445 -0.06 -0.01 -0.06
C 0.480583 2.667691 1.934759 0.17 0.05 0.05
H -2.029660 4.848223 1.452600 -0.07 0.01 -0.11
H -3.275976 4.509755 0.200436 0.10 0.04 -0.02
H -1.736707 5.298796 -0.268516 -0.09 -0.06 0.12
H 0.675658 4.721601 -0.773795 0.03 -0.10 0.02
H 2.926834 5.078621 0.156724 -0.03 -0.04 0.03
H 3.626307 3.904645 2.218985 -0.06 -0.01 -0.02
H 2.048890 2.359528 3.365713 0.00 0.04 -0.07
H -0.217987 1.995706 2.416263 0.02 0.06 -0.06
C 2.329917 0.359354 6.774092 -0.04 -0.02 -0.10
C 2.128420 -0.132119 5.361999 -0.11 0.00 0.07
C 0.854003 -0.249533 4.816101 0.15 0.05 0.02
C 0.636940 -0.723720 3.523471 -0.54 -0.17 -0.45
C -0.796651 -0.848922 3.038240 0.24 0.16 0.05
C 1.754206 -1.067657 2.762191 1.48 -0.57 -0.30
Te 1.346531 -1.764149 0.621621 -1.72 0.74 -0.37
N 0.801028 -0.033963 -0.221862 1.13 -0.57 0.33
C 1.661460 0.687967 -0.970061 -0.08 0.25 0.11
O 1.166054 1.550739 -1.734666 0.41 -0.49 0.50
C 3.154278 0.544500 -0.989638 -0.15 -0.18 -0.02
C 3.930013 0.653041 0.158296 -0.02 0.03 0.04
C 5.312949 0.543449 0.069706 0.07 -0.02 -0.03
C 5.919424 0.298663 -1.156991 -0.05 -0.02 0.00
C 5.141095 0.189472 -2.306122 0.02 0.00 0.08
C 3.763242 0.324462 -2.223490 0.06 -0.01 0.00
C 2.125441 -2.816795 -1.223080 1.46 -0.15 1.03
C 1.270388 -2.809127 -2.300430 -0.42 0.31 0.13
C 1.583538 -3.578569 -3.416185 0.18 -0.12 0.05
C 2.733404 -4.355577 -3.419279 -0.01 0.08 0.06
C 3.588303 -4.336598 -2.322944 -0.13 0.04 -0.07
C 3.310998 -3.550574 -1.204608 0.07 -0.01 -0.02
C 4.283689 -3.489915 -0.057964 -0.16 -0.11 -0.22
C 3.046261 -1.047586 3.302787 -0.01 0.04 0.06
C 4.272027 -1.607819 2.632966 -0.17 0.17 0.22
C 3.207513 -0.545270 4.593017 -0.02 0.05 0.00
H 1.429268 0.839454 7.157852 0.06 -0.01 -0.02
H 3.154148 1.072967 6.829832 -0.05 -0.03 -0.01
H 2.573048 -0.474761 7.436802 -0.01 0.03 -0.03
H -0.011287 0.021207 5.416117 0.07 -0.01 -0.08
H -1.467229 -0.969790 3.891075 0.08 0.01 -0.05
H -0.918943 -1.712468 2.384228 -0.08 0.04 0.02
H -1.107470 0.050623 2.497132 0.01 -0.12 -0.05
H 3.449555 0.860179 1.110295 0.03 -0.03 -0.04
H 5.923898 0.648987 0.960565 -0.06 0.01 -0.07
H 6.997314 0.196924 -1.218760 -0.08 0.04 0.00
H 5.610503 0.010985 -3.266890 -0.03 0.00 0.07
H 3.147313 0.257247 -3.112542 0.01 0.02 0.03
H 0.368704 -2.213133 -2.302838 -0.17 0.16 0.06
H 0.916711 -3.573831 -4.269374 0.02 0.02 0.05
H 2.971967 -4.972234 -4.278041 -0.02 0.04 0.06
H 4.488530 -4.941917 -2.329032 -0.03 0.07 -0.01
H 5.186199 -4.058688 -0.277591 -0.04 -0.02 0.01
H 3.845677 -3.893679 0.862397 0.04 0.03 -0.09
H 4.574745 -2.454351 0.125595 0.10 -0.19 -0.31
H 4.100688 -1.826746 1.588591 -0.06 0.24 0.23
H 4.569416 -2.535596 3.130241 -0.03 0.01 -0.06
H 5.113307 -0.917092 2.708297 -0.05 -0.01 -0.01
H 4.210618 -0.503819 5.012946 -0.10 -0.02 -0.04
```
Positions in Å, forces in eV/Å.

Summary:
Kohn-Sham gap (spin up / spin down) (eV): 4.8 / 4.9
Charge: +1
Multiplicity: 2
HOMO energy (spin up / spin down) (hartree): -0.307 / -0.310



(3)
Entry from OMol25: C29H41N2O4PSi2W as an isolated structure at a distorted geometry (wB97M-V/def2-TZVPD).

The geometry in XYZ format:
```
80
Properties=species:S:1:pos:R:3:forces:R:3
W -0.426944 0.584292 0.331621 1.05 -0.73 1.05
C -2.963596 0.268654 2.762096 -0.03 -0.09 0.03
Si -2.648430 -0.483804 1.059024 -0.28 0.24 -0.14
C -2.713614 -2.354514 1.232716 0.08 -0.02 -0.03
C -4.045229 -0.051699 -0.142329 -0.06 -0.07 0.11
C -5.407006 -0.133636 0.167157 0.02 0.01 0.00
C -6.372874 0.084542 -0.801447 0.00 0.01 -0.04
C -5.989288 0.372256 -2.108073 -0.03 -0.02 0.03
C -4.644093 0.453930 -2.427431 0.03 0.01 0.00
C -3.658730 0.254088 -1.453561 -0.02 0.06 -0.12
Si -1.812291 0.447054 -1.827681 -0.18 0.25 -0.04
C -1.300423 -0.987975 -2.950977 0.04 -0.07 0.04
C -1.697598 2.019246 -2.884076 0.04 -0.04 -0.07
H -3.773072 -0.272684 3.261653 -0.02 0.04 0.01
H -3.243438 1.321782 2.701592 0.01 0.01 -0.01
H -2.075825 0.179058 3.392492 0.00 -0.02 -0.02
H -3.741574 -2.639362 1.474242 0.01 -0.02 0.00
H -2.049192 -2.698840 2.024315 -0.01 0.01 0.01
H -2.437267 -2.862143 0.305802 -0.02 0.00 -0.01
H -5.719549 -0.369551 1.180096 0.01 0.00 0.00
H -7.424287 0.028758 -0.545962 0.00 0.00 0.00
H -6.741591 0.535720 -2.870405 0.00 0.00 0.00
H -4.360503 0.686081 -3.450150 0.00 0.01 0.01
H -1.965275 -0.998311 -3.819851 0.02 -0.02 -0.01
H -1.397329 -1.955141 -2.451211 -0.02 0.00 0.01
H -0.270788 -0.887654 -3.302330 -0.01 0.04 -0.02
H -2.130910 1.856455 -3.875573 -0.03 0.01 0.01
H -0.663645 2.341555 -3.019772 -0.01 -0.05 0.02
H -2.255946 2.829562 -2.408910 0.00 0.01 0.00
O 0.495678 -0.872500 3.776151 0.08 -0.08 0.06
C 0.797930 -0.784167 2.615821 -0.01 -0.14 -0.17
O -0.039214 -1.032378 1.611219 -0.18 0.37 0.04
C 2.203061 -0.394559 2.161181 0.00 -0.02 0.00
P 2.110472 0.187380 0.421653 0.22 -0.08 -0.08
C 2.704922 -1.259977 -0.509896 0.02 0.02 -0.05
C 1.774465 -2.010427 -1.224057 -0.02 -0.05 0.07
C 2.167596 -3.143763 -1.923634 -0.01 -0.03 0.02
C 3.499569 -3.534317 -1.918454 0.00 0.01 0.00
C 4.433180 -2.796435 -1.202078 0.00 0.00 -0.01
C 4.037367 -1.669093 -0.497933 -0.02 0.00 0.03
C 3.421264 1.442957 0.305188 0.02 0.00 -0.08
C 4.249678 1.537311 -0.812830 -0.01 -0.03 0.00
C 5.171161 2.566891 -0.920975 -0.01 0.03 0.03
C 5.272616 3.521417 0.082431 0.02 -0.01 -0.04
C 4.447383 3.440373 1.193275 -0.01 -0.01 0.02
C 3.524955 2.410346 1.303743 0.00 0.02 0.03
H 2.843230 -1.276071 2.225555 -0.01 0.00 0.06
H 2.601429 0.357992 2.836195 0.02 0.03 -0.02
H 0.734864 -1.705368 -1.243877 0.00 0.03 0.02
H 1.431043 -3.716770 -2.472494 0.00 -0.01 0.00
H 3.808056 -4.416359 -2.464699 0.01 0.00 0.00
H 5.472174 -3.099422 -1.189460 0.00 -0.01 0.00
H 4.773534 -1.100504 0.057689 0.00 0.01 0.01
H 4.174011 0.806431 -1.606405 -0.02 0.00 -0.01
H 5.810158 2.623421 -1.793081 0.00 0.00 0.00
H 5.992218 4.325536 -0.002697 0.00 0.00 0.00
H 4.515968 4.183236 1.977523 -0.01 0.00 0.00
H 2.860514 2.386952 2.157412 -0.01 -0.02 0.01
C -1.507959 3.645231 0.613494 0.04 0.09 0.02
C -0.188382 2.947483 0.328165 -0.19 -0.06 -0.24
C 0.874431 3.860337 -0.258137 0.07 0.01 0.11
O 0.233709 2.165203 1.387311 -0.37 -0.10 -0.25
H -1.870467 4.179334 -0.265169 -0.01 0.00 0.00
H -1.354529 4.358345 1.426131 0.00 0.01 -0.02
H -2.267450 2.927769 0.927091 0.01 -0.02 0.00
H -0.387451 2.222872 -0.609036 -0.20 0.34 -0.25
H 1.195349 4.562462 0.514143 -0.01 0.01 -0.01
H 0.461033 4.425330 -1.094674 0.00 0.00 -0.01
H 1.738027 3.294274 -0.602053 -0.03 -0.01 -0.01
C 1.624585 3.249363 -4.272738 0.01 0.02 -0.01
N 1.999187 1.872247 -4.520000 -0.02 -0.02 0.02
C 2.051227 0.945805 -3.521452 -0.01 0.06 -0.05
N 2.594706 -0.263908 -3.869062 0.06 0.00 -0.03
O 1.676572 1.179250 -2.378135 -0.03 0.05 0.02
H 2.424179 3.928167 -4.572432 0.00 0.00 0.00
H 1.455961 3.360689 -3.205029 0.01 0.00 0.00
H 0.709538 3.517445 -4.802024 0.00 0.00 0.00
H 2.365702 1.629347 -5.422740 0.02 0.01 0.00
H 2.661928 -0.527446 -4.836176 -0.01 -0.02 -0.01
H 2.457114 -1.011374 -3.205175 0.00 0.04 -0.05
```
Positions in Å, forces in eV/Å.

Summary:
Kohn-Sham gap (spin up / spin down) (eV): 7.1 / 7.7
Multiplicity: 3
HOMO energy (spin up / spin down) (hartree): -0.259 / -0.279



(4)
Entry from OMol25: an isolated molecule of C4H9NO (wB97M-V/def2-TZVPD).

The geometry in XYZ format:
```
15
Properties=species:S:1:pos:R:3:forces:R:3
C -0.232766 -2.118231 -0.122333 0.06 -0.09 -0.01
C -0.463262 -0.636641 -0.266299 0.03 0.14 -0.02
C 0.519243 0.267634 -0.121690 -0.08 -0.14 0.01
N 1.871431 -0.030258 -0.030065 -0.05 -0.08 0.03
O 0.382617 1.620852 -0.073758 0.14 -0.08 -0.02
C -0.898917 2.178284 0.131196 -0.23 0.07 0.05
H 0.448751 -2.340770 0.711130 -0.10 0.03 -0.13
H 0.186176 -2.592264 -1.021188 -0.06 0.09 0.09
H -1.172879 -2.633279 0.100242 0.14 0.09 -0.05
H -1.460165 -0.301629 -0.529019 0.15 -0.01 0.10
H 2.102506 -1.007663 0.055673 -0.06 0.12 0.03
H 2.390901 0.576718 0.586844 -0.03 -0.06 -0.03
H -1.314819 2.542848 -0.813628 0.03 -0.11 0.08
H -1.585839 1.453875 0.576732 0.10 0.10 0.00
H -0.772985 3.020522 0.816162 -0.03 -0.06 -0.14
```
Positions in Å, forces in eV/Å.

Summary:
Kohn-Sham gap (eV): 8.8
HOMO energy (hartree): -0.286
SMILES: C/C=C(\N)OC



(5)
Entry from OMol25: C19H14Br2Cl2NO6Sn as an isolated structure (wB97M-V/def2-TZVPD).

The geometry in XYZ format:
```
45
Properties=species:S:1:pos:R:3:forces:R:3
Sn -1.553856 1.332838 -0.889520 0.02 0.20 -0.18
O -5.033982 1.923691 1.543665 0.21 0.17 -0.45
Cl -4.482076 2.420906 0.308700 0.26 -0.06 -0.16
O -5.221671 3.555243 -0.172296 0.23 -0.41 0.18
O -3.068556 2.822404 0.534723 -0.53 -0.17 0.01
O -4.459510 1.357949 -0.699635 -0.17 0.45 0.41
Cl 2.113650 -1.034810 4.892385 -0.07 0.01 -0.08
C 0.885877 -0.810982 3.659709 0.03 -0.02 0.01
C 0.846370 -1.661032 2.568811 0.01 0.03 -0.04
C -0.123306 -1.468191 1.594876 0.01 -0.01 0.00
C -1.070461 -0.444462 1.687167 -0.06 -0.08 -0.03
C -2.079206 -0.220781 0.621722 0.10 0.06 0.23
C -1.008217 0.382752 2.812108 0.03 0.06 0.02
C -0.037985 0.211546 3.788270 -0.06 0.02 -0.02
H 1.574501 -2.455870 2.478633 0.02 -0.02 -0.01
H -0.143176 -2.127959 0.731934 0.01 0.01 0.03
H -3.017791 0.158967 1.025539 0.04 -0.13 0.06
H -2.282313 -1.139408 0.072843 -0.02 -0.05 0.02
H -1.728731 1.188766 2.910998 0.03 -0.03 0.00
H 0.002179 0.867070 4.648312 -0.01 0.01 -0.01
Br 1.043759 -0.973705 -2.820277 0.05 0.02 -0.01
C -0.683726 -1.729564 -2.994243 -0.04 -0.11 0.03
C -0.834553 -2.974369 -3.592065 0.03 -0.03 -0.04
C -2.115612 -3.490502 -3.668525 0.03 -0.04 -0.04
C -3.179248 -2.762152 -3.152340 0.00 -0.01 -0.01
C -2.911676 -1.537999 -2.571775 0.03 0.18 -0.03
N -1.676417 -1.030368 -2.500579 -0.09 -0.08 0.07
H 0.025321 -3.506952 -3.971959 -0.03 0.00 0.00
H -2.281987 -4.457861 -4.126800 0.01 0.02 0.01
H -4.193080 -3.134585 -3.193384 0.01 -0.01 0.01
H -3.699188 -0.923341 -2.143578 0.05 -0.02 0.01
Br 4.906514 -1.413459 1.398236 -0.04 0.03 -0.01
C 4.425329 0.287019 0.689248 -0.09 -0.01 -0.01
C 5.408062 1.249952 0.534758 -0.04 0.04 -0.04
C 5.052553 2.484582 0.005220 0.01 -0.02 0.00
C 3.742822 2.738351 -0.373685 0.09 0.03 -0.05
C 2.767208 1.767922 -0.197175 -0.03 -0.15 0.10
C 3.105678 0.531549 0.347136 -0.03 0.07 0.07
C 1.342640 2.049149 -0.636036 0.28 -0.21 0.03
O 1.163552 2.843191 -1.546614 -0.18 0.10 0.10
O 0.448789 1.360117 0.000859 -0.10 0.17 -0.22
H 6.429378 1.038445 0.820145 0.00 0.00 0.00
H 5.811257 3.247425 -0.118353 0.00 0.00 0.00
H 3.459956 3.685715 -0.814883 -0.01 -0.04 0.01
H 2.330930 -0.207201 0.507726 0.02 0.00 0.00
```
Positions in Å, forces in eV/Å.

Summary:
Kohn-Sham gap (eV): 6.8
Charge: -1
HOMO energy (hartree): -0.170



For reference, energy above the lowest of the compared OMol25 structures with the same formula, charge and spin by record: 148.5 236.6 158.7 156.3 9.6 kJ/mol.